# 1
Computed, not measured: one molecule with the formula C7H9N, with ωB97M-V/def2-TZVPD.

Atoms and positions in Å:
C  0.0189  -1.6757  -0.4171
C  0.7879  -0.6799  -0.0033
C  2.2420  -1.0136  0.3368
C  0.3287  0.7064  -0.0579
C  1.3935  1.7788  -0.1022
C  -1.0242  1.0793  -0.1049
C  -2.1137  0.1956  0.0819
N  -3.0176  -0.4895  0.2787
H  -0.9583  -1.5763  -0.7496
H  0.4437  -2.6378  -0.4385
H  2.6339  -0.2723  1.0852
H  2.4708  -2.0544  0.6000
H  2.8612  -0.7769  -0.5660
H  0.9765  2.7119  -0.5348
H  1.7184  2.0856  0.9102
H  2.3611  1.4816  -0.6436
H  -1.1823  2.1209  -0.0139

## Properties
charge = 0
relative energy (zero: lowest compared OMol25 entry of this formula, charge and spin) = 1.917 eV
maximum force = 3.73 eV Å⁻¹
SMILES = C=C(C)/C(C)=C\C#N
orbital gap = 8.9 eV
highest occupied orbital energy = -0.3296 Ha

=====

# 2
Computed, not measured: C7H9N as an isolated structure, with ωB97M-V/def2-TZVPD.

Atoms and positions in Å:
C  1.2498  0.2714  -1.5494
C  0.3891  -0.6717  -1.9447
N  -0.6039  -0.9515  -0.9960
C  -0.2684  -0.1404  0.1782
C  0.8519  0.6432  -0.1578
C  1.0908  2.0243  0.2925
C  -1.8390  -1.3612  1.6225
C  -0.9334  -0.3525  1.3876
H  1.9299  0.9297  -2.0614
H  0.3394  -1.3175  -2.8098
H  -0.6217  -1.9361  -0.7725
H  0.5095  2.3331  1.1441
H  1.3650  2.7437  -0.4613
H  1.7951  1.0692  0.6337
H  -2.5491  -1.4721  2.4252
H  -2.0353  -1.9994  0.7758
H  -0.6698  0.1879  2.2933

## Properties
charge = 0
relative energy (zero: lowest compared OMol25 entry of this formula, charge and spin) = 4.639 eV
maximum force = 6.61 eV Å⁻¹
orbital gap = 7.5 eV
highest occupied orbital energy = -0.2584 Ha

=====

# 3
Computed, not measured: C7H9N2O5Se2Ti as an isolated structure, with ωB97M-V/def2-TZVPD.

Atoms and positions in Å:
Ti  -1.2728  -0.1808  0.2596
O  -0.7026  0.0209  -2.1051
C  0.5083  -0.7385  -2.1941
C  1.5269  -0.3199  -1.1436
N  0.9899  -0.0930  0.2182
C  1.3460  1.2652  0.6708
C  0.4176  2.2804  0.0225
O  0.8409  3.3678  -0.3522
O  -0.7907  1.8370  -0.0715
C  1.2961  -1.0909  1.2617
C  0.4021  -0.8179  2.4742
O  0.8308  -1.0647  3.5931
O  -0.7462  -0.2738  2.1958
H  -0.5230  0.9628  -2.1914
H  0.1807  -1.7632  -2.0331
H  0.9680  -0.6217  -3.1821
H  2.3378  -1.0561  -1.1083
H  1.9785  0.6254  -1.4561
H  1.1911  1.3163  1.7481
H  2.3905  1.5031  0.4527
H  1.0310  -2.0723  0.8657
H  2.3420  -1.0461  1.5812
Se  -3.6193  1.0175  -0.0327
C  -5.1544  0.0065  0.2692
N  -6.1603  -0.5390  0.4497
Se  -1.6089  -2.5251  -0.1922

## Properties
charge = -2
relative energy (zero: lowest compared OMol25 entry of this formula, charge and spin) = 1.162 eV
maximum force = 1.47 eV Å⁻¹
orbital gap (spin up / spin down) = 5.5 / 5.7 eV
highest occupied orbital energy (spin up / spin down) = -0.0188 / -0.0241 Ha
spin multiplicity = 2